Record 1
The following is a DFT calculation (the ωB97M-V functional and the def2-TZVPD basis) of a structure of composition C12H44F2InNO16S2.

Each line ends with the Mulliken charge.
CARTESIAN COORDINATES (ANGSTROEM)
In1 -3.904159 0.177946 0.282534  1.00
O1 -5.649579 5.735736 -2.027596  -0.39
C1 -4.376519 5.711586 -1.474916  -0.48
C2 -3.650459 4.312846 -1.243596  0.16
O2 -4.344589 3.182496 -0.606386  -0.38
H1 -4.398119 6.039076 -0.435506  0.32
H2 -3.615189 6.337906 -1.939886  0.33
H3 -2.691449 4.478506 -0.752726  0.13
H4 -3.499199 3.996806 -2.275756  0.24
N1 -1.058689 -0.117024 -0.380046  0.27
S1 0.060031 -1.131624 -0.538716  0.56
O3 1.257451 -0.992304 0.284394  -0.51
O4 0.226251 -1.778644 -1.858546  -0.64
F1 -0.851219 -2.261004 0.141044  -0.29
S2 0.021711 1.138076 -0.850546  0.73
O5 0.758301 1.029876 -2.080836  -0.73
O6 0.517591 1.951566 0.296714  -0.57
F2 -1.247569 2.032136 -1.354406  -0.15
C3 1.605121 1.890876 -5.346836  -0.61
O7 1.597891 0.600316 -4.684026  -0.54
H5 2.420871 2.032766 -6.055716  0.27
H6 0.640531 2.074906 -5.819916  0.24
H7 1.687621 2.633996 -4.553696  0.20
H8 1.417761 0.553976 -3.742216  0.66
C4 -2.581589 0.219246 -3.580456  -0.47
O8 -3.620109 0.560446 -2.661886  -0.40
H9 -2.015379 1.041926 -4.017146  0.29
H10 -1.798169 -0.201414 -2.950066  0.02
H11 -2.844909 -0.495044 -4.360556  0.37
H12 -4.134909 1.234366 -3.111786  0.24
C5 4.402471 -2.529834 1.506934  -0.08
O9 4.942501 -3.269104 2.625364  -0.55
H13 4.878381 -1.551394 1.572174  0.18
H14 4.648361 -2.996164 0.552904  0.24
H15 3.313661 -2.546494 1.555084  -0.09
H16 5.803401 -2.875454 2.785034  0.30
C6 -1.038789 -0.720974 3.461184  -0.18
O10 -2.479389 -0.451154 3.078624  -0.37
H17 -0.808899 -1.757394 3.708334  0.33
H18 -0.481819 -0.590334 2.533384  -0.30
H19 -0.739849 -0.054984 4.270624  0.38
H20 -2.992199 -0.361874 3.885254  0.20
C7 -3.573259 -4.113404 1.342804  -0.52
O11 -3.730689 -2.704764 1.603924  -0.36
H21 -4.022079 -4.562074 2.229004  0.31
H22 -4.264879 -4.415974 0.556524  0.29
H23 -2.530279 -4.414704 1.245304  0.07
H24 -4.662589 -2.474224 1.601194  0.25
C8 -1.781099 3.636616 1.810394  -0.99
O12 -1.880719 2.231626 1.550124  -0.05
H25 -1.262339 4.311676 1.129754  0.30
H26 -2.805529 4.008956 1.807514  0.36
H27 -1.385739 3.820416 2.809404  0.35
H28 -0.965049 1.950026 1.488094  0.03
C9 3.673241 2.147536 0.082444  -0.19
O13 4.814241 1.519356 0.609504  -0.53
H29 3.028151 1.297006 -0.137906  -0.01
H30 3.082111 2.825826 0.697744  0.05
H31 4.104191 2.604836 -0.808206  0.36
H32 5.575151 1.945436 0.208164  0.30
C10 1.783771 1.912546 3.584034  -0.16
O14 1.662791 1.262046 4.828724  -0.53
H33 1.466611 1.183406 2.838474  -0.11
H34 1.036331 2.692836 3.440544  0.19
H35 2.805291 2.266016 3.443804  0.37
H36 1.809601 1.895276 5.535174  0.28
C11 2.701731 -4.432874 -3.249836  -0.48
O15 3.973501 -4.536974 -2.657596  -0.50
H37 2.292201 -5.422104 -3.454286  0.27
H38 1.991461 -3.938734 -2.586926  0.12
H39 2.727281 -3.959994 -4.231576  0.29
H40 4.299141 -3.643044 -2.785886  0.30
C12 0.569561 -4.374024 1.654474  -0.27
O16 0.615801 -5.079264 2.954724  -0.55
H41 1.456571 -4.710384 1.117654  0.35
H42 -0.321579 -4.541924 1.049674  0.12
H43 0.785771 -3.307614 1.718594  0.01
H44 1.554141 -5.164524 3.138654  0.31

Atoms 1-3, force components in eV/Å:
In 0.8161 0.2530 0.1029
O 5.0680 -0.5991 1.9690
C -5.5605 3.1307 -1.8207

Summary:
HOMO in eV: -9.69
Gap between HOMO and LUMO in Eh: 0.182



Record 2
The following is a DFT calculation (the ωB97M-V functional and the def2-TZVPD basis) of a structure of composition C12H44MnN20O12.

Each line ends with the Mulliken charge.
CARTESIAN COORDINATES (ANGSTROEM)
Mn1 3.443080 -23.647710 4.392400  0.76
O1 1.886500 -24.599130 3.129790  -0.60
C1 2.577030 -25.772550 2.620500  1.38
C2 4.002070 -26.247360 3.238290  -0.79
O2 4.837810 -25.183570 3.774050  0.30
H1 2.836480 -25.671770 1.566640  -0.27
H2 1.855110 -26.581690 2.509920  -0.65
H3 4.638840 -26.631050 2.441170  0.53
H4 3.908910 -27.117850 3.887660  -0.21
C3 -0.509970 -28.329880 3.620850  0.61
O3 0.621830 -28.775880 3.828190  -0.69
N1 -1.678450 -28.777250 3.899800  -0.48
N2 -0.677100 -27.100330 3.301000  -0.11
H5 -2.492650 -28.357340 3.474530  0.18
H6 -1.824010 -29.761390 4.074150  0.29
H7 0.092520 -26.522970 2.993700  -0.19
H8 -1.576170 -26.655700 3.419730  0.25
C4 5.480660 -22.340630 6.451200  0.51
O4 4.925180 -22.778440 5.498000  -0.46
N3 6.626890 -22.789650 6.908500  -0.42
N4 5.211550 -21.121670 6.901770  -0.47
H9 7.324270 -22.137800 7.238430  0.24
H10 6.961840 -23.623540 6.447470  0.16
H11 4.622330 -20.534210 6.329210  0.25
H12 5.990810 -20.746420 7.423340  0.18
C5 7.579320 -26.490810 5.424690  0.49
O5 8.439430 -27.189040 6.012510  -0.80
N5 6.411480 -26.368380 5.913540  -0.02
N6 7.720790 -25.752470 4.457600  0.03
H13 6.001740 -26.659160 6.789700  0.16
H14 5.874560 -25.984810 5.148890  -0.17
H15 6.878700 -25.292910 4.141710  -0.20
H16 8.665230 -25.592270 4.137480  0.20
C6 1.660600 -25.002220 6.711740  0.53
O6 2.658730 -24.438530 6.251640  -0.58
N7 0.671080 -25.322480 5.865940  -0.17
N8 1.496930 -25.485720 7.902160  -0.37
H17 0.693610 -24.938930 4.931870  -0.04
H18 -0.151750 -25.866210 6.083680  0.18
H19 2.228730 -25.291240 8.570550  0.25
H20 0.591960 -25.910320 8.046590  0.18
C7 3.162670 -29.634090 6.498560  0.45
O7 3.724510 -30.524550 7.045600  -0.63
N9 3.227670 -29.367170 5.179600  -0.19
N10 2.343910 -28.781760 7.103930  -0.25
H21 2.327410 -29.093220 4.812760  0.18
H22 4.034820 -29.599960 4.618870  0.19
H23 1.763590 -28.196780 6.519870  0.06
H24 2.306210 -28.725030 8.111630  0.19
C8 5.571050 -25.775420 -2.054460  0.49
O8 5.610240 -25.495160 -3.207090  -0.69
N11 4.997230 -25.100190 -1.090230  -0.11
N12 5.882070 -26.905630 -1.552310  -0.21
H25 4.691710 -25.522350 -0.225050  -0.02
H26 4.459990 -24.288160 -1.358720  0.19
H27 5.893830 -26.845900 -0.544150  0.09
H28 6.319550 -27.603720 -2.136580  0.20
C9 2.208970 -27.464970 -0.743880  0.71
O9 3.244910 -27.670040 -0.161030  -0.63
N13 1.057610 -27.697720 -0.172490  -0.26
N14 2.155140 -27.243140 -2.048060  -0.39
H29 0.204760 -27.571280 -0.698580  0.16
H30 0.963330 -27.915070 0.809330  0.07
H31 3.019930 -27.509300 -2.496820  0.25
H32 1.259380 -27.219560 -2.514070  0.15
C10 -1.171610 -24.243550 1.194670  0.41
O10 -2.257850 -24.008870 0.873370  -0.67
N15 -0.445510 -25.271270 0.873020  -0.13
N16 -0.461390 -23.391210 1.878020  -0.23
H33 0.425020 -25.388770 1.371490  -0.03
H34 -0.937310 -26.114710 0.614450  0.25
H35 0.431940 -23.750870 2.182510  0.15
H36 -0.661500 -22.406270 1.977710  0.21
C11 7.938790 -23.602850 1.887740  0.44
O11 8.678380 -22.737900 1.450240  -0.74
N17 6.875350 -23.394410 2.716690  0.19
N18 7.866910 -24.799260 1.380430  -0.20
H37 6.281870 -24.191560 2.896780  -0.26
H38 6.635160 -22.432420 2.908980  0.10
H39 7.145160 -25.433200 1.692370  0.23
H40 8.685640 -25.110100 0.877280  0.20
C12 3.871230 -21.891190 1.746440  0.52
O12 4.022670 -22.468300 2.825050  -0.30
N19 3.040880 -22.426010 0.900790  -0.26
N20 4.526070 -20.862810 1.245010  -0.41
H41 2.544080 -23.266780 1.158460  -0.03
H42 2.949940 -21.908920 0.037980  0.13
H43 5.238210 -20.567570 1.897550  0.27
H44 4.488690 -20.589210 0.273500  0.18

Atoms 1-3, force components in eV/Å:
Mn -0.1069 -1.9982 -0.7592
O 1.2937 -0.8583 0.1895
C 0.7409 0.6577 -0.1806

Summary:
HOMO (spin up / spin down) in eV: -8.20 / -8.22
Gap between HOMO and LUMO (spin up / spin down) in Eh: 0.289 / 0.287
Multiplicity: 6



Record 3
The following is a DFT calculation (the ωB97M-V functional and the def2-TZVPD basis) of a cluster of 10 separate species, C12H44N10O10 in total.

Each line ends with the Mulliken charge.
CARTESIAN COORDINATES (ANGSTROEM)
C1 2.935659 -1.285102 0.079152  -0.51
C2 1.995613 -2.194656 0.924957  0.88
O1 2.574881 -2.277915 2.204113  -0.60
H1 2.914710 -0.295080 0.522882  0.02
H2 2.576238 -1.119108 -0.948070  -0.17
H3 3.961830 -1.618885 0.103083  0.49
H4 1.911093 -3.213140 0.511282  0.49
H5 1.007946 -1.797121 0.906963  -0.96
H6 2.151437 -3.018779 2.703902  0.32
C3 2.162904 2.490619 -1.052725  -0.46
C4 1.508277 1.983754 -2.369991  -0.60
O2 1.676831 0.606761 -2.549489  -0.57
H7 1.750424 1.997357 -0.195862  -0.19
H8 2.068077 3.558575 -0.873430  0.41
H9 3.209489 2.376551 -1.193734  0.38
H10 1.923847 2.548304 -3.161109  0.47
H11 0.395095 2.200087 -2.445656  0.21
H12 0.999690 0.107842 -2.081559  0.35
C5 -4.363616 1.155285 -0.971070  0.54
O3 -3.966961 1.809309 -2.156144  -0.73
N1 -4.478045 -0.148352 -0.882549  -0.30
N2 -4.783144 1.782802 0.072286  -0.43
H13 -4.005869 -0.638294 -1.689024  0.24
H14 -4.683576 -0.704506 -0.084930  0.25
H15 -4.536071 2.801756 0.107506  0.28
H16 -4.936920 1.289117 0.940932  0.22
C6 2.262817 1.250590 2.777053  0.38
O4 0.915715 1.062651 2.526814  -0.54
N3 3.061517 0.222778 2.978632  -0.43
N4 2.861651 2.375219 2.906783  -0.31
H17 2.757502 -0.703875 2.594434  0.26
H18 4.075642 0.370825 3.133015  0.17
H19 2.285027 3.254694 2.757742  0.39
H20 3.832838 2.532666 3.145711  0.16
C7 1.713032 -3.119462 -3.095228  0.70
O5 0.408511 -3.446882 -3.117122  -0.71
N5 2.579725 -3.546890 -2.241654  -0.35
N6 2.277624 -2.485779 -4.074874  -0.40
H21 2.268398 -4.167456 -1.495618  0.22
H22 3.592224 -3.291555 -2.264671  0.18
H23 1.578859 -1.920378 -4.591524  0.25
H24 3.236316 -2.200449 -4.141422  0.19
C8 -1.977548 -2.619300 0.334054  0.35
O6 -3.277288 -2.142275 0.395438  -0.73
N7 -1.237791 -2.713991 1.402063  -0.12
N8 -1.418009 -2.933242 -0.826825  -0.35
H25 -1.688785 -2.606565 2.256104  0.27
H26 -0.352997 -3.231733 1.429034  0.22
H27 -1.973874 -2.825616 -1.664423  0.07
H28 -0.543853 -3.328313 -0.938951  0.21
C9 0.391533 4.597402 2.044650  0.44
O7 0.288213 5.854186 1.476068  -0.73
N9 -0.085681 3.507353 1.470345  -0.08
N10 1.019218 4.293170 3.117648  -0.51
H29 -0.367794 3.683156 0.494684  0.19
H30 0.255905 2.562549 1.699155  0.03
H31 1.490566 5.036167 3.561903  0.19
H32 0.831241 3.448491 3.743622  0.36
C10 -2.283323 0.415065 2.726831  0.22
O8 -3.014582 0.363953 3.971009  -0.59
H33 -1.341437 -0.106363 2.884477  -0.03
H34 -2.039603 1.442066 2.316711  0.08
H35 -2.777057 -0.122468 1.913750  0.00
H36 -2.522195 -0.041459 4.683513  0.33
C11 -2.369665 -0.684156 -3.317965  -0.25
O9 -3.409823 -1.570474 -2.918487  -0.70
H37 -1.479577 -1.256896 -3.504509  0.20
H38 -2.163605 -0.010312 -2.501117  -0.14
H39 -2.622818 -0.235370 -4.279845  0.31
H40 -3.408106 -2.383907 -3.423744  0.33
C12 -0.603999 0.139454 -0.277848  0.99
O10 -0.091003 -0.763559 -1.224626  0.95
H41 -1.696086 0.142406 -0.434017  -0.40
H42 -0.199870 1.154454 -0.434846  -0.16
H43 -0.342828 -0.173202 0.752049  -0.56
H44 -0.664718 -1.474549 -1.145687  -0.62

Atoms 1-3, force components in eV/Å:
C -1.2674 -0.0356 0.0599
C 1.4277 -0.1385 -1.9772
O -0.6468 -1.6508 1.1837

Summary:
HOMO in eV: -8.20
Gap between HOMO and LUMO in Eh: 0.287



Computed DFT total energy, in the same sequence as the records: -79672.083, -98855.438, -48531.687 eV.
Computed max |F|, in the same sequence as the records: 9.66, 11.14, 8.91 eV/Å.
Computed relative energy (zero: lowest compared OMol25 entry of this formula, charge and spin), in the same sequence as the records: 84.0, 15.0, 128.0 kcal per mole.